The following is a quantum chemistry calculation of a structure of composition C49H34N2O2S7Ti, from the Open Molecules 2025 dataset.

Structure (XYZ):
```
95
Properties=species:S:1:pos:R:3:forces:R:3:lowdin_charge:R:1
Ti -0.050 -2.892 0.100 -0.9 -2.3 -1.3 0.580
S -2.639 -6.196 -2.275 0.0 0.0 0.2 0.887
S -1.905 -7.327 0.286 -0.1 0.2 -0.3 0.887
S -1.266 -0.320 0.884 -0.7 0.9 0.1 1.104
S -4.080 -8.607 -1.272 -0.1 -0.1 -0.1 0.503
S 1.603 1.322 0.210 0.0 0.4 -0.4 1.012
S -0.756 -3.835 -2.001 -0.1 0.1 -0.4 0.556
S 0.083 -5.154 0.915 -0.3 0.2 -0.1 0.640
O 0.681 2.240 0.927 -0.3 -0.3 0.1 -0.494
O -1.488 -1.527 -0.049 -0.4 0.8 0.1 -0.591
N 0.272 -2.522 2.010 0.4 0.4 0.7 -0.141
N 1.851 -2.663 -0.081 0.9 0.6 0.3 -0.072
C 4.344 -1.815 2.566 0.0 0.1 0.4 -0.017
C -2.942 -7.441 -1.104 0.2 0.1 0.1 -1.522
C -2.410 -0.596 2.227 0.2 -0.2 0.0 -0.426
C -3.126 1.784 0.791 -0.2 -0.1 0.1 -0.044
C 4.115 2.145 -0.632 -0.1 0.0 0.1 -0.074
C 2.441 -2.293 1.117 0.1 0.0 0.7 -0.171
C 3.209 4.645 -1.430 0.1 -0.1 0.0 -0.025
C 0.836 0.747 -1.344 0.0 0.2 0.0 -0.299
C -4.940 -1.552 5.536 0.0 0.0 -0.1 -0.042
C -1.824 3.063 -1.324 0.0 0.1 0.2 -0.106
C -4.054 -1.198 4.374 0.0 -0.1 0.0 -0.256
C 3.531 -1.771 3.648 0.4 0.1 -0.2 -0.015
C 1.265 -2.153 4.617 0.5 0.1 -0.1 -0.020
C -1.508 -0.221 -5.699 0.1 0.0 0.0 -0.067
C 5.552 5.451 -1.827 -0.1 -0.1 0.0 -0.049
C -2.057 1.134 0.137 0.2 0.3 -0.5 -0.245
C -1.144 3.783 -2.340 0.0 0.1 -0.1 -0.020
C -0.834 0.577 -3.083 0.0 -0.3 -0.1 -0.093
C -0.441 1.019 -1.775 0.4 -0.2 0.2 -0.138
C -0.259 -0.485 -5.213 -0.1 0.0 -0.1 -0.024
C -1.435 5.095 -2.582 0.1 0.0 0.0 -0.064
C -2.138 -0.038 3.465 0.1 0.1 -0.2 -0.071
C 1.601 -2.233 2.237 0.7 0.0 -0.1 -0.173
C 1.743 0.017 -2.143 0.1 0.1 -0.1 -0.086
C -3.122 5.090 -0.875 0.0 0.1 -0.1 -0.026
C -0.494 -2.772 3.101 0.0 -0.1 0.7 -0.167
C -3.524 3.033 0.418 0.1 -0.1 0.0 -0.005
C 4.632 -2.281 0.131 -0.1 0.1 0.4 -0.029
C 2.767 2.455 -0.586 0.1 -0.3 0.2 -0.367
C 4.577 4.370 -1.449 0.0 0.0 -0.1 -0.269
C -2.134 0.788 -3.601 -0.1 0.1 0.0 -0.005
C -2.422 5.765 -1.832 -0.2 0.0 0.1 -0.068
C -1.441 1.743 -0.949 -0.3 -0.3 0.4 -0.143
C 2.303 3.696 -0.993 -0.1 0.1 0.0 -0.054
C 4.033 -2.690 -1.064 -0.2 0.0 -0.1 -0.068
C 2.132 -2.024 3.532 -0.7 0.0 0.1 -0.154
C -2.968 -0.340 4.532 -0.1 0.1 0.0 -0.027
C 2.675 -2.888 -1.140 0.3 -0.1 -0.1 -0.138
C -1.417 -5.320 -1.367 0.0 -0.3 0.1 -1.132
C -4.304 -1.745 3.115 0.1 0.1 0.0 -0.016
C 5.016 3.107 -1.068 0.0 0.0 -0.1 -0.035
C -0.044 -2.574 4.385 -0.3 -0.1 -0.3 -0.057
C -2.457 0.409 -4.874 0.0 0.0 0.0 -0.060
C 1.389 -0.397 -3.388 0.1 0.0 0.1 -0.004
C -2.839 3.733 -0.596 0.1 -0.1 -0.1 -0.148
C -3.485 -1.449 2.040 0.0 0.0 -0.2 -0.060
C 3.836 -2.113 1.266 0.0 0.0 -0.9 -0.165
C -1.075 -5.857 -0.181 0.0 -0.2 -0.1 -1.133
C 0.101 -0.109 -3.900 -0.1 0.1 0.1 -0.147
H -3.654 -1.886 1.063 0.0 0.0 0.0 0.126
H -5.803 -0.885 5.576 0.0 0.0 0.0 0.088
H -2.887 1.267 -2.991 0.0 0.0 0.1 0.119
H 2.088 -0.944 -4.008 0.0 0.0 0.0 0.124
H 5.411 -1.669 2.680 0.0 0.0 0.0 0.115
H -3.455 0.585 -5.254 0.0 0.0 0.0 0.107
H -2.767 0.085 5.507 0.0 0.0 0.0 0.120
H -3.650 1.285 1.591 0.0 0.0 0.0 0.104
H -4.404 -1.473 6.481 0.0 0.0 0.0 0.079
H -0.720 -2.755 5.208 0.0 -0.1 0.0 0.109
H 5.704 -2.148 0.200 0.0 0.0 0.0 0.109
H 5.845 6.009 -0.936 0.0 0.0 0.0 0.087
H 6.075 2.882 -1.096 0.0 0.0 0.0 0.115
H -2.618 6.814 -2.011 0.0 0.0 0.0 0.106
H -0.368 3.294 -2.913 0.0 0.0 0.0 0.122
H 3.942 -1.585 4.633 0.0 0.0 0.0 0.116
H 1.245 3.919 -0.923 0.0 0.0 0.0 0.104
H 5.096 6.155 -2.523 0.1 0.0 0.0 0.077
H 2.862 5.622 -1.745 0.0 0.0 0.0 0.115
H 4.639 -2.879 -1.939 0.0 0.0 0.0 0.107
H -5.313 -2.570 5.432 0.0 0.0 0.0 0.082
H -0.888 5.637 -3.343 0.0 0.0 0.0 0.107
H -4.358 3.513 0.914 0.0 0.0 0.1 0.120
H -1.274 0.605 3.584 0.0 0.0 0.1 0.131
H -5.140 -2.419 2.978 0.0 0.0 0.0 0.122
H -3.888 5.588 -0.293 0.0 0.0 0.0 0.115
H -1.478 -3.173 2.904 -0.1 0.1 0.0 0.114
H 2.742 -0.159 -1.764 0.0 -0.1 0.0 0.099
H 0.479 -0.981 -5.832 0.0 0.0 0.0 0.116
H 1.637 -1.999 5.621 0.0 0.0 0.0 0.110
H 6.453 5.039 -2.280 0.0 0.0 0.0 0.078
H 4.459 1.172 -0.302 0.0 0.0 0.0 0.105
H 2.197 -3.250 -2.040 0.0 0.0 0.0 0.094
H -1.773 -0.504 -6.709 0.0 0.0 0.0 0.106
```
Forces are in eV/Å.

Values from the calculation:
* HOMO (alpha / beta): -5.7 / -5.9 eV
* gap between HOMO and LUMO (alpha / beta): 5.178 / 5.346 eV
* net charge: 0
* energy above the lowest of the compared OMol25 structures with the same formula, charge and spin: 0.252 eV



The following is a quantum chemistry calculation of a cluster of 4 separate species, C49H35N2O6S in total, from the Open Molecules 2025 dataset.

Structure (XYZ):
```
93
Properties=species:S:1:pos:R:3:forces:R:3:lowdin_charge:R:1
S 3.366 -2.769 6.355 0.2 -0.4 0.3 0.842
O 1.642 4.265 5.084 0.0 -0.1 -0.3 0.100
O 2.302 -2.914 0.097 -0.2 0.0 0.2 0.091
O -3.166 0.054 -6.371 -0.2 0.0 -0.1 0.088
O -2.965 -2.290 0.684 0.3 0.0 0.1 0.117
O -7.860 1.437 -8.497 0.2 -0.1 0.1 0.108
O 0.364 4.654 -0.081 0.1 -0.1 0.3 0.110
N 8.146 -3.595 4.290 -1.6 0.3 -1.8 0.002
N 8.928 -3.877 5.315 -3.8 -0.4 2.3 0.110
C 4.269 -3.901 5.222 1.1 -0.2 -1.5 -0.447
C 1.043 1.894 3.737 0.0 -0.3 -0.1 -0.001
C 1.105 5.759 1.853 0.1 0.3 0.1 -0.085
C 0.778 -2.676 -2.234 -0.1 0.0 -0.2 0.005
C 0.481 -2.816 1.575 -0.1 0.0 0.3 -0.097
C -0.642 -2.802 4.125 0.0 0.0 -0.2 -0.048
C -0.040 -2.573 -3.352 0.0 0.0 0.2 -0.045
C 1.569 8.125 1.920 0.0 -0.2 0.0 -0.050
C 1.286 -3.018 2.694 -0.1 0.0 0.3 -0.015
C -1.980 -2.415 -1.929 0.0 0.0 -0.2 0.012
C 1.420 5.661 3.209 0.0 0.3 -0.1 -0.087
C 0.294 2.106 1.062 0.0 -0.2 0.0 0.018
C -4.252 0.345 -6.844 0.8 -0.2 0.3 -0.281
C -1.451 -2.608 3.011 0.1 0.0 0.2 0.016
C -7.264 2.442 -5.960 0.0 0.1 0.2 0.005
C 6.771 -3.565 4.178 -1.4 -0.5 1.7 0.060
C 6.647 -4.176 6.584 0.6 1.0 -4.0 0.089
C 0.683 4.562 1.091 -0.2 0.2 -0.9 -0.278
C 1.094 -2.802 0.227 0.8 -0.1 -0.3 -0.286
C 0.726 -3.016 3.966 0.0 0.0 -0.2 -0.080
C 1.185 6.994 1.209 0.1 0.2 0.0 0.006
C -6.918 2.882 -4.688 0.0 -0.1 -0.1 -0.055
C 5.841 -3.877 5.326 3.7 -0.1 1.4 -0.132
C -5.190 1.213 -6.095 -0.2 0.2 0.2 -0.086
C -0.892 -2.626 1.732 0.2 -0.1 0.4 -0.091
C -5.892 0.177 -8.719 0.2 -0.3 -0.2 -0.083
C -4.182 -1.530 -10.106 0.0 0.1 0.2 -0.057
C -1.767 -2.460 0.547 -1.0 0.1 -0.1 -0.285
C 0.218 -2.656 -0.956 -0.1 0.0 -0.2 -0.091
C 1.791 6.802 3.922 0.0 0.2 0.0 0.004
C 1.864 8.030 3.278 0.0 -0.2 0.0 -0.052
C 0.661 3.248 1.774 0.0 -0.4 0.1 -0.077
C -4.656 -0.169 -8.173 0.0 -0.1 -0.3 -0.086
C -5.424 -1.201 -10.643 0.0 0.1 0.2 -0.054
C -6.405 1.597 -6.662 0.0 0.2 0.3 -0.083
C 8.139 -4.134 6.420 -0.1 -0.5 1.4 -0.041
C -1.419 -2.449 -3.201 0.0 0.0 0.2 -0.039
C -3.798 -1.016 -8.873 0.0 -0.1 -0.2 0.000
C 3.855 -0.770 4.269 0.6 1.0 -0.1 -0.132
C -4.850 1.651 -4.816 -0.1 0.1 0.2 -0.001
C -1.162 -2.512 -0.803 0.1 0.0 -0.3 -0.087
C 0.309 0.864 1.684 0.0 0.2 0.0 -0.034
C -5.716 2.479 -4.112 0.0 -0.1 -0.2 -0.057
C 1.022 3.143 3.118 -0.1 -0.3 -0.2 -0.080
C -6.276 -0.345 -9.954 0.1 -0.1 -0.2 0.005
C 0.692 0.757 3.019 0.0 0.2 0.0 -0.064
C -6.801 1.099 -8.000 -0.8 0.3 -0.4 -0.279
C 1.380 4.351 3.897 0.2 0.1 0.9 -0.280
C 3.356 -1.023 5.761 0.0 1.0 -1.1 -0.487
H -3.054 -2.315 -1.818 0.1 0.0 0.1 0.125
H 4.551 0.143 4.303 -1.0 -1.3 -0.2 0.094
H 0.716 -0.216 3.501 -0.1 0.1 -0.1 0.083
H 4.009 -3.716 4.120 0.2 -0.3 1.6 0.078
H 6.305 -3.299 3.176 1.1 -0.4 1.3 0.159
H 4.460 -1.603 3.798 -0.8 0.8 0.7 0.042
H 2.271 -0.651 5.813 1.5 -0.8 0.2 0.083
H -0.001 2.183 0.020 0.1 0.2 0.1 0.125
H 1.357 -3.179 4.833 -0.2 0.0 -0.1 0.042
H -5.727 -1.610 -11.601 0.0 0.0 0.1 0.109
H -3.515 -2.192 -10.647 -0.1 0.1 0.1 0.108
H 1.335 1.806 4.778 0.0 0.2 -0.1 0.115
H -3.912 1.345 -4.364 -0.1 0.0 -0.2 0.118
H 0.954 7.075 0.152 0.0 -0.2 0.1 0.123
H 2.026 6.733 4.979 -0.1 -0.2 -0.1 0.121
H 3.931 -4.967 5.465 0.3 1.6 -0.1 0.116
H 1.635 9.083 1.415 0.0 -0.1 0.0 0.111
H 8.739 -4.384 7.361 -0.8 0.4 -1.6 0.139
H -1.078 -2.792 5.118 0.0 0.0 -0.1 0.114
H -7.241 -0.090 -10.379 0.1 0.1 0.2 0.123
H -2.057 -2.378 -4.075 0.1 0.0 0.1 0.112
H 2.353 -3.179 2.576 -0.1 0.1 -0.2 0.100
H -7.589 3.536 -4.141 0.1 -0.1 -0.1 0.109
H -5.452 2.813 -3.114 0.0 0.0 -0.1 0.107
H 3.018 -0.495 3.556 0.9 -0.6 1.0 0.060
H 8.677 -3.392 3.422 -0.5 -0.1 0.7 0.192
H 0.027 -0.023 1.127 0.0 0.1 0.0 0.096
H -2.831 -1.280 -8.458 -0.1 0.1 0.1 0.118
H -8.204 2.755 -6.401 0.1 -0.1 -0.1 0.122
H 2.156 8.915 3.833 0.0 -0.1 0.0 0.110
H 0.397 -2.592 -4.345 0.0 0.0 0.1 0.112
H 1.851 -2.776 -2.359 -0.1 0.0 0.2 0.121
H 3.979 -0.402 6.475 -0.8 -0.9 -0.8 0.077
H 6.172 -4.419 7.575 0.7 0.3 -1.3 0.135
H -2.516 -2.447 3.139 0.1 0.0 -0.2 0.127
```
Forces are in eV/Å.

Values from the calculation:
* HOMO: -10.7 eV
* gap between HOMO and LUMO: 5.466 eV
* net charge: +1



| no. | molecular weight (g mol⁻¹) |
| --- | --- |
| 1 | 955.2 |
| 2 | 779.9 |